Below is 7 unconnected molecules or ions with the total composition C5H22NO8 at a distorted geometry, with properties calculated with ωB97M-V/def2-TZVPD.

Output
frontier orbital gap (spin up / spin down) = 0.401 / 0.210 Ha
2S+1 = 2
⟨S²⟩ = 0.75
LUMO level (spin up / spin down) = 0.0068 / -0.1842 Eh
E_HOMO (spin up / spin down) = -10.73 / -10.73 eV
ΔE to the lowest compared entry with this formula, charge and spin = 0.0 kcal per mole
total energy = -860.2868 Ha

Last column: natural (NBO) charge in e.
Atoms and positions in Å:
C  -1.438  0.129  0.578  -0.50
H  1.636  1.653  -2.286  0.49
H  -2.487  1.644  -1.635  0.47
H  1.448  -2.234  -0.358  0.22
H  2.178  2.672  -0.314  0.50
H  0.626  2.761  -2.152  0.49
N  0.828  -0.849  2.672  -0.85
C  1.837  -1.702  0.509  -0.64
H  -0.357  2.119  2.612  0.46
H  2.588  -1.026  0.146  0.20
O  -2.453  -1.894  -0.059  -0.58
H  -0.870  -0.176  -2.516  0.47
H  0.353  -0.095  -0.652  0.24
H  0.780  -1.715  3.199  0.37
H  -1.915  2.665  -0.725  0.46
H  2.425  -2.429  1.105  0.22
H  -1.640  -2.749  -1.789  0.47
O  -0.876  -3.317  -1.645  -0.93
C  -2.097  -0.770  -0.409  0.72
C  0.656  -1.039  1.225  -0.05
H  2.618  1.471  0.535  0.45
O  2.398  2.401  0.605  -0.97
H  -0.154  -1.791  1.148  0.19
H  -1.800  -0.149  1.591  0.30
H  -0.428  0.750  3.150  0.49
O  1.576  2.598  -2.094  -0.95
O  -0.946  1.574  3.148  -0.96
H  -1.764  1.169  0.576  0.24
H  0.386  1.219  0.488  0.26
H  1.798  -0.578  2.808  0.36
O  -2.263  -0.233  -1.558  -0.25
O  -2.114  2.544  -1.665  -0.92
H  0.157  -1.312  -2.918  0.49
C  0.093  0.163  0.401  -0.46
H  -0.735  -3.102  -0.719  0.47
O  -0.044  -0.371  -3.006  -0.97

---

Below is 5 unconnected molecules or ions with the total composition C5H23N2O5 at a distorted geometry, with properties calculated with ωB97M-V/def2-TZVPD.

Output
frontier orbital gap (spin up / spin down) = 0.098 / 0.329 Ha
2S+1 = 2
⟨S²⟩ = 0.75
LUMO level (spin up / spin down) = 0.0029 / -0.0008 Eh
E_HOMO (spin up / spin down) = -2.59 / -8.99 eV
ΔE to the lowest compared entry with this formula, charge and spin = 15.5 kcal per mole
total energy = -689.8608 Ha

Last column: natural (NBO) charge in e.
Atoms and positions in Å:
O  3.106  -0.411  -0.809  -0.97
H  1.243  1.554  0.682  0.16
H  -2.132  2.773  -0.728  0.22
N  -0.864  0.559  1.515  -0.66
H  -1.149  1.249  2.195  0.37
H  -1.199  0.540  -0.535  0.18
H  -1.212  -1.076  2.693  0.20
H  1.179  -2.428  0.793  0.31
H  2.446  -0.415  3.132  0.45
C  -1.431  -0.770  1.667  -0.27
H  -2.679  -0.756  -2.517  0.48
C  -1.791  2.476  0.262  -0.63
H  -2.605  2.297  0.965  0.21
H  0.628  0.511  -1.651  0.49
O  1.045  1.355  -1.421  -0.76
O  0.673  -1.263  -2.369  -1.01
H  2.808  0.683  2.084  0.46
H  -1.286  3.406  0.528  0.21
C  -0.814  -1.837  0.773  -0.40
H  1.287  -1.372  -3.099  0.50
H  0.987  -0.885  1.218  0.46
N  0.634  -1.574  0.519  -0.91
O  2.441  -0.208  2.183  -1.12
H  0.741  -1.400  -0.490  0.46
H  0.613  2.872  -0.240  0.17
H  3.217  -0.359  0.148  0.47
C  0.571  1.790  -0.152  -0.08
H  3.089  0.506  -1.109  0.48
H  -0.875  -2.757  1.366  0.20
H  -1.324  -2.048  -0.161  0.20
O  -1.995  -1.241  -3.002  -0.96
H  -1.784  -0.620  -3.712  0.48
H  -0.195  -1.678  -2.532  0.51
C  -0.848  1.252  0.218  -0.09
H  -2.525  -0.723  1.585  0.18

---

Below is 5 unconnected molecules or ions with the total composition C5H23N3O4 at a distorted geometry, with properties calculated with ωB97M-V/def2-TZVPD.

Output
frontier orbital gap = 0.340 Ha
LUMO level = 0.0141 Eh
E_HOMO = -8.87 eV
ΔE to the lowest compared entry with this formula, charge and spin = 38.1 kcal per mole
total energy = -669.4678 Ha

Last column: natural (NBO) charge in e.
Atoms and positions in Å:
H  0.280  -2.285  -0.445  0.23
O  -0.244  -1.322  -3.254  -0.96
H  -3.503  1.182  0.621  0.21
H  -1.009  -1.464  -2.643  0.48
H  0.964  2.865  1.240  0.49
H  2.563  -1.295  -1.373  0.37
H  -1.280  0.870  1.970  0.20
H  2.107  0.776  -0.389  0.21
O  2.339  1.987  2.674  -0.95
H  -2.348  -0.035  -1.779  0.37
H  -0.196  0.296  -0.662  0.35
H  2.972  2.571  2.250  0.48
H  2.843  0.392  1.097  0.16
H  -0.565  -1.904  -3.962  0.47
H  -0.151  -2.366  1.170  0.20
H  1.529  -2.571  0.787  0.21
H  -2.885  -2.914  -1.378  0.48
N  3.036  -0.957  -0.544  -0.84
O  0.457  3.618  0.912  -0.96
O  -2.064  -2.417  -1.514  -0.99
H  -0.340  3.240  0.534  0.46
H  -3.912  -0.076  -1.350  0.39
C  -1.470  0.381  0.981  -0.23
H  -2.199  -1.769  -0.776  0.50
H  0.859  -0.373  1.928  0.18
C  2.288  -0.061  0.292  -0.22
H  -2.167  1.937  -0.244  0.17
C  0.844  -0.492  0.825  -0.06
C  -2.621  0.948  0.049  -0.23
N  -0.158  0.453  0.343  -0.64
H  -1.847  -0.607  1.279  0.16
H  3.457  -1.764  -0.107  0.35
N  -2.975  -0.029  -0.984  -0.88
C  0.677  -1.982  0.498  -0.65
H  2.479  1.057  2.423  0.47

---

Below is 7 unconnected molecules or ions with the total composition C5H23NO7S at a distorted geometry, with properties calculated with ωB97M-V/def2-TZVPD.

Output
frontier orbital gap = 0.362 Ha
LUMO level = 0.0153 Eh
E_HOMO = -9.42 eV
ΔE to the lowest compared entry with this formula, charge and spin = 11.0 kcal per mole
total energy = -1183.9090 Ha

Last column: natural (NBO) charge in e.
Atoms and positions in Å:
O  -0.527  2.425  -2.542  -0.96
H  -1.656  1.811  0.143  0.20
H  3.144  0.954  0.971  0.48
H  -0.620  -0.545  0.049  0.23
N  -0.483  0.819  1.635  -0.63
H  -0.044  1.997  -0.069  0.19
H  -0.880  0.981  2.553  0.36
O  0.811  -1.014  -2.006  -1.00
H  -0.025  -2.844  -0.218  0.12
H  -2.795  -0.893  2.272  0.13
H  1.662  1.446  1.065  0.49
H  -1.453  0.777  -2.434  0.49
H  0.336  3.642  1.649  0.23
H  -1.134  3.072  2.538  0.20
O  2.453  1.033  -2.263  -0.97
H  -0.317  -1.672  2.860  0.22
H  0.936  -0.364  -2.709  0.49
H  3.256  0.640  -2.603  0.48
H  0.114  1.736  -2.251  0.49
C  -0.080  -1.556  1.793  -0.50
H  0.969  -1.274  1.786  0.22
O  2.526  1.660  0.692  -0.97
O  3.294  -1.324  0.059  -0.95
H  2.419  0.822  -1.322  0.49
H  -1.237  4.069  1.120  0.23
H  2.457  -0.822  0.059  0.47
C  -0.767  1.974  0.768  -0.24
O  -1.686  -0.159  -2.284  -1.01
C  -0.906  -0.476  1.102  -0.19
O  -3.150  -0.333  0.363  -0.54
H  -2.243  -0.226  -1.474  0.50
S  -0.224  -3.239  1.038  -0.04
C  -2.407  -0.650  1.267  0.44
H  -0.338  2.678  -3.449  0.49
C  -0.682  3.251  1.564  -0.62
H  -0.114  -1.291  -2.014  0.50
H  3.318  -1.716  -0.809  0.48

---

Below is a molecular structure, C5H24AgBClN10O5 at a distorted geometry, with properties calculated with ωB97M-V/def2-TZVPD.

Output
frontier orbital gap (spin up / spin down) = 0.315 / 0.240 Ha
2S+1 = 2
⟨S²⟩ = 0.75
LUMO level (spin up / spin down) = 0.0061 / -0.0628 Eh
E_HOMO (spin up / spin down) = -8.39 / -8.25 eV
ΔE to the lowest compared entry with this formula, charge and spin = 11.2 kcal per mole
total energy = -1760.7612 Ha

Last column: natural (NBO) charge in e.
Atoms and positions in Å:
H  -23.069  0.461  30.210  0.43
N  -20.081  1.252  28.185  -0.82
N  -21.164  5.763  30.940  -0.84
Cl  -22.810  3.075  31.593  -0.65
N  -21.163  2.226  26.459  -0.84
N  -25.319  5.728  26.163  -0.83
N  -26.156  -0.269  29.629  -0.83
N  -23.970  0.012  30.190  -0.82
H  -24.919  5.986  29.240  0.00
N  -28.406  1.833  32.519  -0.85
H  -19.302  6.583  29.559  0.39
C  -27.835  2.257  31.369  0.78
H  -19.349  1.106  27.517  0.39
H  -19.786  5.738  28.105  0.40
H  -26.378  3.510  30.759  0.44
Ag  -23.837  3.475  29.237  1.32
H  -24.078  5.260  24.151  0.38
H  -26.264  3.269  32.407  0.40
O  -25.103  1.637  29.119  -0.74
N  -26.832  3.132  31.591  -0.85
N  -23.790  4.653  24.898  -0.83
H  -29.254  1.308  32.390  0.41
H  -20.279  6.004  31.342  0.36
O  -28.206  1.921  30.238  -0.71
H  -20.014  0.919  29.130  0.42
O  -22.163  2.081  28.491  -0.69
C  -24.302  4.829  26.126  0.80
H  -21.775  5.182  31.502  0.44
H  -24.925  4.621  30.493  0.04
H  -27.008  0.229  29.400  0.45
H  -26.066  -1.233  29.888  0.38
O  -22.044  5.081  28.948  -0.69
B  -25.533  5.117  29.674  -0.88
H  -26.366  5.662  30.238  0.06
C  -21.135  5.597  29.591  0.79
O  -23.999  4.165  27.114  -0.70
H  -22.925  4.190  24.694  0.39
H  -23.966  -0.924  30.558  0.37
H  -25.769  5.911  27.047  0.45
H  -27.870  1.968  33.353  0.39
N  -19.942  5.996  29.064  -0.86
C  -21.218  1.820  27.749  0.80
C  -25.042  0.454  29.503  0.78
H  -25.817  4.359  28.896  -0.01
H  -21.898  2.818  26.114  0.41
H  -25.482  6.294  25.354  0.38
H  -20.294  2.289  25.962  0.38

---

Below is 7 unconnected molecules or ions with the total composition C5H24N2O7 at a distorted geometry, with properties calculated with ωB97M-V/def2-TZVPD.

Output
frontier orbital gap = 0.327 Ha
LUMO level = 0.0130 Eh
E_HOMO = -8.53 eV
ΔE to the lowest compared entry with this formula, charge and spin = 75.4 kcal per mole
total energy = -841.0275 Ha

Last column: natural (NBO) charge in e.
Atoms and positions in Å:
H  -1.998  3.088  -1.084  0.47
O  -1.039  0.586  -3.026  -0.95
H  -0.613  -2.976  -2.285  0.47
N  0.700  2.393  -0.855  -0.79
H  -1.611  2.920  2.362  0.48
H  -1.335  0.101  -2.224  0.48
H  2.542  -2.063  -0.587  0.23
C  -0.785  -2.607  -0.317  -0.08
O  -2.257  2.146  -1.279  -0.98
H  -1.501  1.808  -1.754  0.48
C  0.904  1.265  -1.533  0.29
H  1.204  1.322  2.003  0.50
H  -1.104  1.470  2.128  0.50
H  0.429  3.066  2.755  0.48
H  -1.141  -0.554  3.797  0.48
H  0.988  3.499  1.341  0.50
O  1.259  3.073  2.225  -0.95
C  0.606  -2.944  0.030  -0.46
O  -1.629  2.040  2.655  -0.98
H  0.593  2.057  0.082  0.30
H  0.617  0.092  2.757  0.50
N  1.113  0.044  -0.997  -0.67
O  -1.313  -2.809  -1.635  -0.74
C  1.656  -2.407  -0.971  -0.42
H  -1.778  0.487  -3.654  0.49
O  0.693  0.509  1.882  -1.04
H  -0.866  0.892  3.948  0.50
H  1.892  -3.195  -1.755  0.21
H  0.842  -4.009  0.163  0.22
H  0.832  -0.148  -0.008  0.43
C  1.204  -1.175  -1.846  -0.22
H  1.954  -0.945  -2.709  0.21
H  -1.547  -3.185  0.311  0.20
O  -0.418  0.037  4.034  -0.95
H  0.171  -1.275  -2.332  0.20
H  0.732  -2.530  1.102  0.23
H  -1.011  -1.483  -0.143  0.16
H  1.013  1.409  -2.585  0.19

---

Below is 7 unconnected molecules or ions with the total composition C5H24N2O7 at a distorted geometry, with properties calculated with ωB97M-V/def2-TZVPD.

Output
frontier orbital gap = 0.340 Ha
LUMO level = 0.0154 Eh
E_HOMO = -8.82 eV
ΔE to the lowest compared entry with this formula, charge and spin = 118.3 kcal per mole
total energy = -840.9590 Ha

Last column: natural (NBO) charge in e.
Atoms and positions in Å:
O  0.561  -0.344  -4.230  -0.97
O  -0.597  1.589  2.800  -0.96
H  -0.095  -0.655  1.971  0.19
H  2.580  -2.312  2.345  0.22
H  0.040  1.934  3.428  0.46
O  -3.332  1.053  -2.944  -0.94
H  -1.755  -1.115  -1.879  0.17
H  -3.217  0.401  1.873  0.47
N  1.560  -0.085  0.962  -0.69
O  -0.187  -2.446  -1.964  -0.64
H  3.013  1.417  1.346  0.19
H  2.547  -0.868  3.339  0.21
C  0.502  -2.263  0.677  -0.26
H  0.331  -3.191  1.154  0.19
O  -1.847  2.801  -0.375  -0.95
H  1.309  -0.721  -4.865  0.48
H  -0.951  2.958  -0.569  0.49
O  -3.056  0.704  1.044  -0.99
H  -3.141  0.634  -2.097  0.46
H  -1.840  1.834  -0.416  0.47
H  1.032  -2.622  -0.184  0.25
H  -0.502  2.826  -3.270  0.46
H  3.563  0.413  0.012  0.20
C  1.859  -1.688  2.770  -0.63
N  -0.730  -1.690  0.055  -0.64
H  -1.278  -1.236  0.835  0.41
H  0.076  1.464  -2.945  0.50
H  0.102  1.010  2.263  0.49
C  0.923  -1.154  1.735  -0.05
C  -0.856  -1.607  -1.357  0.50
H  -3.280  1.968  -2.774  0.47
H  1.430  -0.125  -0.103  0.38
H  0.360  -1.116  -3.694  0.49
C  3.007  0.324  1.072  -0.40
H  1.270  -2.057  3.608  0.23
H  -2.728  1.719  1.169  0.51
H  3.455  -0.149  1.805  0.18
O  -0.126  2.395  -2.598  -0.97

---

Below is 7 unconnected molecules or ions with the total composition C5H24N2O7 at a distorted geometry, with properties calculated with ωB97M-V/def2-TZVPD.

Output
frontier orbital gap = 0.364 Ha
LUMO level = 0.0125 Eh
E_HOMO = -9.57 eV
ΔE to the lowest compared entry with this formula, charge and spin = 37.5 kcal per mole
total energy = -841.0879 Ha

Last column: natural (NBO) charge in e.
Atoms and positions in Å:
H  -1.258  -1.111  2.366  0.22
N  0.298  1.192  -0.401  -0.63
H  -0.704  2.081  2.920  0.47
H  1.608  2.113  0.903  0.10
C  0.847  -0.150  -0.063  -0.06
H  0.250  -0.814  -0.671  0.22
H  -3.575  2.637  -0.913  0.49
H  2.871  -0.186  2.336  0.47
H  0.874  -0.144  -3.445  0.46
O  -0.483  1.614  3.734  -0.94
H  -3.704  2.070  -2.332  0.48
H  -0.567  -0.350  -3.339  0.48
H  -1.264  1.757  4.277  0.47
H  3.548  1.175  2.284  0.47
O  -2.620  -0.331  -1.458  -1.01
H  3.034  0.187  0.046  0.20
H  -1.297  0.525  1.545  0.20
N  2.565  -1.696  -0.676  -0.86
H  1.017  -1.489  1.700  0.23
O  3.720  0.248  2.488  -0.93
C  -0.929  -0.489  1.539  -0.60
H  -1.411  -1.015  0.715  0.21
C  0.599  -0.530  1.394  -0.45
O  0.220  -0.826  -3.647  -0.94
C  0.666  2.249  0.350  0.53
H  -3.415  0.217  -1.538  0.50
H  -0.681  1.212  -0.660  0.41
H  2.330  0.227  -1.592  0.18
H  0.985  0.160  2.150  0.20
O  0.027  3.281  0.412  -0.63
H  -2.784  -1.278  -1.453  0.50
H  3.471  -1.887  -0.276  0.37
O  -4.101  2.039  -1.454  -0.95
H  2.531  -2.011  -1.635  0.37
H  -1.433  -3.404  -0.897  0.48
O  -1.922  -3.230  -1.706  -0.96
H  -1.592  -3.813  -2.393  0.49
C  2.278  -0.231  -0.610  -0.24